{
  "formula": "C19H43N4O21S4",
  "method": "ωB97M-V/def2-TZVPD",
  "elements": ["H", "C", "H", "H", "H", "S", "O", "H", "H", "H", "C", "H", "H", "H", "H", "O", "H", "H", "H", "O", "C", "H", "C", "H", "H", "H", "H", "O", "O", "C", "O", "H", "O", "O", "N", "H", "O", "C", "C", "H", "H", "O", "O", "C", "C", "C", "H", "H", "O", "S", "O", "H", "C", "O", "H", "N", "C", "O", "N", "H", "H", "O", "H", "S", "O", "O", "H", "C", "H", "O", "H", "C", "H", "H", "H", "H", "H", "C", "O", "C", "S", "O", "H", "H", "C", "H", "N", "C", "C", "H", "H"],
  "coordinates": [[-10.57, 23.08, 22.00], [-14.16, 11.43, 4.12], [-10.97, 24.62, 21.26], [-10.43, 9.72, 18.92], [-11.72, 18.05, 13.85], [-16.36, 12.35, 3.19], [-13.52, 16.60, 15.23], [-13.31, 10.25, 17.92], [-19.22, 17.04, 16.65], [-14.33, 15.16, 25.56], [-5.79, 16.06, 17.92], [-5.79, 15.56, 20.08], [-14.83, 24.74, 14.34], [-5.32, 17.03, 18.10], [-13.87, 13.11, 5.32], [-13.13, 9.02, 19.52], [-12.55, 10.91, 19.32], [-11.67, 16.95, 12.46], [-14.51, 14.90, 13.19], [-15.59, 13.16, 4.35], [-11.85, 17.01, 13.53], [-6.06, 15.22, 7.58], [-11.18, 9.42, 18.18], [-18.58, 14.00, 18.72], [-5.12, 14.36, 5.77], [-17.73, 15.13, 17.66], [-15.77, 15.95, 22.51], [-20.69, 15.00, 18.47], [-3.59, 13.22, 17.31], [-11.14, 23.54, 21.19], [-17.83, 12.19, 3.44], [-11.08, 21.60, 18.56], [-10.37, 23.71, 18.94], [-18.24, 26.45, 15.01], [-14.81, 16.26, 22.55], [-16.30, 24.82, 16.20], [-5.93, 12.87, 16.68], [-16.47, 23.98, 15.52], [-19.59, 16.93, 17.67], [-14.33, 16.35, 21.66], [-18.92, 17.43, 18.38], [-5.31, 14.02, 18.99], [-11.34, 8.07, 18.14], [-14.85, 15.87, 24.92], [-13.26, 16.57, 13.82], [-13.48, 15.23, 13.07], [-10.91, 9.85, 17.21], [-11.13, 16.39, 14.07], [-19.14, 25.02, 13.01], [-4.95, 13.70, 17.41], [-11.47, 7.44, 20.71], [-11.82, 21.08, 20.08], [-6.84, 13.52, 6.39], [-5.12, 15.29, 16.94], [-13.57, 13.48, 3.68], [-5.87, 13.74, 5.51], [-12.58, 10.01, 18.69], [-17.86, 23.96, 15.05], [-18.56, 14.84, 18.16], [-6.83, 13.95, 8.59], [-20.56, 17.34, 17.94], [-16.72, 25.21, 13.52], [-13.49, 11.13, 3.32], [-18.22, 25.25, 14.16], [-13.09, 6.51, 19.10], [-7.67, 12.68, 6.09], [-15.10, 16.75, 25.53], [-10.93, 23.00, 19.80], [-5.90, 13.30, 4.60], [-15.90, 12.82, 1.91], [-15.74, 23.50, 13.51], [-19.63, 15.50, 18.12], [-13.88, 10.83, 4.99], [-13.04, 15.14, 12.08], [-12.22, 23.65, 21.33], [-7.20, 14.97, 19.24], [-13.74, 17.39, 13.28], [-6.83, 14.45, 7.63], [-12.86, 16.45, 23.58], [-14.08, 16.27, 23.67], [-12.23, 7.59, 19.51], [-15.46, 11.04, 3.68], [-6.67, 16.46, 17.41], [-15.80, 15.43, 24.62], [-6.14, 15.18, 19.12], [-16.23, 22.97, 15.87], [-11.30, 21.75, 19.54], [-15.83, 24.33, 14.21], [-14.23, 12.90, 4.32], [-7.78, 15.00, 7.65], [-12.93, 14.46, 13.61]],
  "lowdin_charge": [0.0809, -0.1864, 0.0740, 0.1224, 0.0551, 0.7528, -0.4223, 0.1236, 0.0898, 0.0829, -0.1914, 0.1299, 0.1344, 0.1278, 0.1398, -0.2111, 0.1245, 0.0477, 0.0501, -0.1909, -0.1562, 0.0645, -0.2131, 0.1279, 0.0980, 0.1301, 0.0995, 0.0113, -0.2507, -0.0230, -0.2486, 0.1164, 0.0041, -0.2641, 0.1411, 0.1299, -0.2586, -0.1124, -0.0054, 0.1159, 0.0791, -0.2060, -0.1834, -0.0091, -0.6927, -0.1158, 0.1369, 0.0581, -0.2522, 0.7316, -0.2292, 0.1178, -0.6002, -0.1896, 0.1374, 0.1382, -0.1713, -0.2301, 0.1720, 0.0811, 0.0825, -0.2193, 0.1299, 0.7316, -0.2412, 0.0222, 0.0798, -0.6078, 0.1155, -0.2368, 0.1346, -0.6896, 0.1366, 0.0456, 0.0763, 0.1317, 0.0836, -0.0003, 0.0107, -0.5866, 0.7414, -0.2115, 0.1290, 0.0656, -0.1543, 0.1454, 0.1611, -0.1979, -0.2223, 0.0811, 0.0506],
  "energy_ha": -4141.3937,
  "charge": -1,
  "e_homo_ev": -2.97,
  "homo_lumo_gap_ev": 4.6,
  "mol_weight_g_mol": 791.83,
  "lumo_energy_ev": 1.59
}